This record from the Open Molecules 2025 dataset describes one molecule with the formula CH3Cl3SSi in a non-equilibrium geometry. The level of theory is wB97M-V/def2-TZVPD.

Each line ends with the Löwdin charge.
Element x y z (Å)
S 1.95751 -0.35423 0.98148  0.632
C 0.01830 -0.49691 0.60835  -0.568
Si -0.76504 0.70933 -0.63524  -0.771
Cl 0.64126 2.04285 -1.30170  0.280
Cl -2.33216 1.64906 0.10565  0.381
Cl -1.31337 -0.22996 -2.36359  0.299
H 2.24692 -1.56901 0.85834  -0.244
H -0.27527 -0.28268 1.58181  -0.030
H -0.17814 -1.46845 0.16491  0.020

Atoms 1-6, force components in eV/Å:
-2.18 2.82 -0.59
2.42 0.63 -1.69
2.13 -0.48 -0.59
-0.12 0.16 0.26
-1.00 0.55 0.61
-0.18 -0.32 0.13

**SMILES string**: SC[Si](Cl)(Cl)Cl
**ΔE to the lowest compared entry with this formula, charge and spin**: 22.18 kJ/mol
**Charge**: 0

This record from the Open Molecules 2025 dataset describes a 3-piece molecular cluster, C33H70BBrN4O11 overall in a non-equilibrium geometry. The level of theory is wB97M-V/def2-TZVPD.

Each line ends with the Löwdin charge.
Element x y z (Å)
H -1.91218 -7.51523 0.83417  0.036
N -2.42299 -6.99808 0.09439  0.080
C -1.67336 -6.02382 -0.37327  -0.366
C -0.21284 -5.85491 0.30997  -0.054
C -2.15829 -5.01629 -1.53616  -0.087
C -2.73828 -3.67299 -0.81700  -0.181
O -1.96707 -2.49731 -1.13642  -0.118
C -2.23957 -1.40647 -0.18718  -0.251
O -3.58710 -1.50008 0.28539  -0.123
C -4.53553 -0.86796 -0.59945  -0.173
C -5.52765 0.16202 0.11728  -0.294
C -6.44129 0.96329 -0.95982  -0.082
C -6.38055 -0.45012 1.32892  -0.357
C -5.87786 0.05065 2.79264  -0.079
C -6.54252 -2.04090 1.31009  -0.102
C -1.14042 -1.61569 0.99559  -0.199
C -1.46474 -0.79254 2.32621  -0.017
B -0.70662 -1.38750 3.65794  -0.475
O 0.56151 -0.86865 4.12822  0.078
O -1.32132 -2.44221 4.43477  0.086
O 0.19381 -1.50551 0.47903  -0.063
C 0.81883 -0.23315 0.66906  -0.260
C 0.08226 1.01918 -0.00205  -0.160
C 0.70700 2.43970 0.47549  -0.637
C 0.03612 3.56974 -0.47877  -0.171
Br 0.03796 2.88058 2.32868  0.640
N 2.17049 -0.33441 -0.03666  0.032
C 2.34436 -1.66158 -0.66164  -0.351
C 1.91404 -1.92299 -2.19611  0.000
O 2.86515 -2.65230 -0.08219  0.056
C 3.29186 -0.02861 0.88458  -0.357
C 4.28816 1.17973 0.46391  -0.002
O 3.57080 -0.63761 1.93513  0.080
H 0.01049 -6.68536 1.07594  0.077
H -0.12313 -4.87702 0.89702  0.070
H 0.61092 -5.87806 -0.49453  0.084
H -1.23464 -4.81342 -2.16855  0.109
H -2.98606 -5.51175 -2.16435  0.118
H -3.81464 -3.57309 -1.22064  0.127
H -2.75550 -3.92892 0.30620  0.133
H -2.08002 -0.45005 -0.78142  0.152
H -5.19460 -1.71269 -1.03442  0.125
H -4.08458 -0.33509 -1.49945  0.134
H -4.85353 0.97994 0.58107  0.136
H -7.05544 1.72898 -0.37010  0.083
H -7.17514 0.28753 -1.50778  0.083
H -5.80960 1.53896 -1.71655  0.078
H -7.44660 -0.01849 1.22198  0.126
H -6.62628 0.83520 3.18003  0.078
H -5.98244 -0.87176 3.47733  0.081
H -4.82287 0.47290 2.77120  0.065
H -7.41953 -2.40622 1.96266  0.089
H -6.83526 -2.33653 0.23222  0.081
H -5.59734 -2.61433 1.58767  0.084
H -1.27093 -2.72658 1.28692  0.157
H -2.58672 -0.96912 2.54554  0.126
H -1.34660 0.33689 2.24527  0.064
H 0.61078 -0.96090 5.11063  0.111
H -0.57146 -2.95713 4.81403  0.106
H 1.09715 0.00760 1.76480  0.151
H -1.03660 1.10053 0.25996  0.105
H 0.20711 1.00825 -1.14828  0.129
H 1.83930 2.47525 0.39611  0.080
H 0.24108 3.23540 -1.55385  0.082
H 0.49896 4.60558 -0.27404  0.082
H -1.08082 3.69156 -0.25089  0.076
H 1.43035 -2.94618 -2.28362  0.083
H 2.88983 -1.95423 -2.81118  0.095
H 1.27170 -1.08412 -2.61879  0.070
H 4.25675 1.93088 1.33809  0.072
H 3.78874 1.72284 -0.42389  0.074
H 5.33768 0.82017 0.22260  0.092
C 6.91035 2.76018 7.58740  -0.113
O 5.61209 3.32917 7.66058  -0.197
C 5.61538 4.75653 7.61830  -0.210
C 5.03378 5.26092 6.29751  -0.210
N 5.93592 4.99243 5.17825  -0.054
C 5.32986 5.21379 3.86390  -0.195
C 4.12857 4.33638 3.47750  -0.219
O 4.44411 2.96191 3.28901  -0.216
C 4.46945 2.19018 4.48161  -0.080
H 6.82492 1.69422 7.80290  0.089
H 7.33213 2.87286 6.58587  0.075
H 7.58094 3.21004 8.32578  0.087
H 6.61222 5.17277 7.80097  0.121
H 4.96587 5.09369 8.43227  0.119
H 4.86090 6.33946 6.36920  0.122
H 4.06456 4.76874 6.15668  0.101
H 6.24388 4.02709 5.22656  0.066
H 6.12013 5.04249 3.12530  0.119
H 5.04529 6.26847 3.78012  0.117
H 3.77329 4.69113 2.50394  0.118
H 3.28226 4.45204 4.16265  0.108
H 3.74826 2.54342 5.22322  0.092
H 5.47736 2.17661 4.90155  0.072
H 4.21671 1.15934 4.22098  0.087
C 1.41563 0.07127 -8.78298  -0.114
O 0.73593 -1.15870 -8.58434  -0.196
C 1.12174 -1.83252 -7.38581  -0.208
C -0.01286 -1.80887 -6.36152  -0.207
N -0.21720 -0.46508 -5.81872  -0.052
C -1.44866 -0.32606 -5.03595  -0.198
C -2.78164 -0.54742 -5.76816  -0.218
O -3.08229 0.44525 -6.74233  -0.179
C -2.48669 0.22792 -8.01240  -0.098
H 1.19312 0.42140 -9.79192  0.089
H 1.07064 0.82886 -8.07524  0.074
H 2.49848 -0.05665 -8.69187  0.088
H 2.04895 -1.42824 -6.96477  0.120
H 1.31485 -2.87374 -7.66245  0.120
H 0.22736 -2.49508 -5.54304  0.119
H -0.91548 -2.17745 -6.86219  0.101
H -0.25231 0.19912 -6.58467  0.064
H -1.44990 0.69462 -4.63820  0.116
H -1.39688 -0.99898 -4.17228  0.110
H -3.57495 -0.47157 -5.01704  0.116
H -2.86967 -1.55315 -6.19266  0.110
H -2.38562 -0.83422 -8.25056  0.089
H -1.51701 0.72739 -8.06593  0.069
H -3.12702 0.68906 -8.76827  0.089

Atoms 1-6, force components in eV/Å:
-0.33 0.52 -0.54
1.27 2.08 -1.35
0.11 -1.59 1.43
-0.01 0.40 -0.50
0.46 -0.47 1.18
-0.49 -1.66 -0.47

**SMILES string**: [H]/N=C(\C)CCO[C@@H](OC[C@@H](C)C(C)C)[C@H](CB(O)O)O[C@H](C[C@@H](C)Br)N(C(C)=O)C(C)=O.COCCNCCOC.COCCNCCOC
**Charge**: 0

This record from the Open Molecules 2025 dataset describes an isolated ion of composition C2HClNOS2 and charge -1 in a non-equilibrium geometry. The level of theory is wB97M-V/def2-TZVPD.

Each line ends with the Löwdin charge.
Element x y z (Å)
O 1.98773 -2.20347 0.53103  0.143
C 1.30332 -1.29014 0.44334  -0.409
N 0.83983 -0.23204 0.24583  -0.098
C -0.21960 0.38255 -0.44455  -1.629
S -1.24164 -0.58789 -1.37597  0.308
S -1.12857 1.03721 1.26882  0.511
Cl 0.68165 1.67242 -1.33622  0.443
H -2.22273 1.22137 0.66773  -0.269

Atoms 1-6, force components in eV/Å:
1.57 -3.22 0.98
-0.03 1.07 -1.18
-0.13 0.97 0.50
-0.58 0.14 1.96
-0.68 -0.44 -0.75
2.34 0.02 -0.21

**SMILES string**: O=C=N[C@@]([S-])(S)Cl
**ΔE to the lowest compared entry with this formula, charge and spin**: 113.48 kJ/mol
**Charge**: -1

This record from the Open Molecules 2025 dataset describes a 5-piece molecular cluster, C20H34BN4O8PS overall in a non-equilibrium geometry. The level of theory is wB97M-V/def2-TZVPD.

Each line ends with the Löwdin charge.
Element x y z (Å)
C 0.12331 -3.03750 0.09683  -0.078
O -0.02729 -2.06525 -1.00428  -0.060
B -1.19675 -1.27548 -0.61047  -0.495
O -2.36532 -2.05284 -0.22238  0.051
C -1.11039 0.33921 -0.61322  0.021
C 0.25150 0.99497 -0.10532  0.015
C 0.48029 2.54450 -0.09544  -0.271
P 2.12354 3.35944 0.45913  0.847
N 3.37821 2.68992 -0.63971  -0.201
O 2.49389 2.94835 2.08033  -0.353
C -0.64839 3.53980 -0.57294  -0.297
N -0.62081 4.99034 -0.61035  -0.269
S -2.16681 5.38746 -1.25936  0.931
N -2.86527 3.84391 -1.50908  -0.282
C -1.96704 2.80818 -1.06985  -0.193
C -2.26054 1.28167 -1.11790  -0.033
C -3.57609 0.57173 -1.65682  -0.149
C -4.85103 1.52129 -1.85432  -0.113
C -6.09967 0.52760 -2.15840  -0.383
O -6.48727 0.32959 -3.34657  0.044
N -6.69405 -0.12293 -0.97626  0.041
C -7.80866 0.64310 -0.39754  -0.182
C -8.39514 0.09231 0.95722  -0.018
C -9.58093 0.85707 1.59870  -0.075
C -10.20260 2.15985 0.97407  -0.083
C -9.59148 2.69182 -0.34620  -0.070
C -8.39961 1.93595 -1.02257  -0.015
H -0.12969 -2.48950 1.07702  0.106
H 1.19602 -3.47015 0.13007  0.091
H -0.57661 -3.95033 -0.02437  0.107
H -2.76193 -2.46932 -1.03038  0.126
H 1.12026 0.33872 0.23527  0.104
H 3.13061 3.05446 -1.58467  0.049
H 3.13754 1.67969 -0.70134  0.022
H 2.42540 3.80620 2.56745  0.043
H -3.32798 -0.00366 -2.62370  0.145
H -3.87486 -0.21302 -0.85809  0.122
H -5.08437 2.08367 -0.88795  0.124
H -4.70835 2.22175 -2.76139  0.125
H -6.92188 -1.11370 -1.13258  0.135
H -7.99508 -0.84523 1.47648  0.094
H -10.02909 0.49268 2.57882  0.081
H -11.07361 2.70026 1.46916  0.082
H -10.03575 3.63002 -0.84205  0.092
H -7.99929 2.38838 -1.98718  0.094
C 3.86221 -3.09339 -1.52828  -0.150
O 3.44469 -3.91031 -0.44481  -0.144
H 3.30332 -3.37817 -2.41990  0.083
H 3.66309 -2.04374 -1.29699  0.073
H 4.93065 -3.23868 -1.70952  0.073
H 3.95480 -3.63716 0.33155  0.055
C 6.70415 1.62752 0.39805  -0.185
O 6.49575 2.99982 0.12399  -0.142
H 7.66925 1.50712 0.89075  0.066
H 5.91259 1.26039 1.05767  0.069
H 6.70337 1.06196 -0.53792  0.078
H 5.63326 3.07362 -0.31260  0.027
C 6.61054 -5.06916 2.38587  -0.134
O 5.93428 -4.11652 1.57395  -0.140
H 6.12737 -5.10524 3.36224  0.086
H 6.55632 -6.05527 1.91899  0.084
H 7.65517 -4.77276 2.51011  0.077
H 6.38127 -4.10478 0.71648  0.081
C 8.43653 -1.07619 2.31676  -0.151
O 8.57285 -2.15681 1.40848  -0.128
H 9.28721 -0.40471 2.19754  0.083
H 7.51339 -0.53427 2.09830  0.061
H 8.41575 -1.45416 3.34218  0.080
H 7.80525 -2.72410 1.53934  0.026

Atoms 1-6, force components in eV/Å:
0.34 -1.23 0.56
-1.93 1.14 2.02
0.39 -1.62 -0.80
0.79 1.45 -1.70
-0.30 4.02 -0.32
-2.11 3.84 -1.33

**SMILES string**: COB(O)c1cc(P(N)O)c2nsnc2c1CCC(=O)Nc1ccccc1.CO.CO.CO.CO
**Charge**: 0

This record from the Open Molecules 2025 dataset describes C2H3O2S2 as an isolated structure in a non-equilibrium geometry. The level of theory is wB97M-V/def2-TZVPD.

Each line ends with the Löwdin charge.
Element x y z (Å)
C 2.03417 2.58477 1.74904  -1.049
C -0.24425 0.22602 -0.17689  -0.368
O 2.05814 2.02384 2.79489  -0.044
O 0.45587 2.59555 0.87532  -0.774
S 2.97637 3.46106 0.80383  0.538
S -0.68365 1.52146 1.12547  0.693
H 0.77176 0.45884 -0.54669  0.044
H -0.99062 0.03592 -0.85456  -0.031
H 0.06026 -0.70204 0.24241  -0.010

Atoms 1-6, force components in eV/Å:
-1.42 -0.88 1.02
2.53 1.04 2.37
-0.80 -0.21 -0.45
1.11 0.50 0.52
1.31 1.19 -1.37
0.15 -1.36 -0.65

**ΔE to the lowest compared entry with this formula, charge and spin**: 134.67 kJ/mol
**Charge**: -1

no.,LUMO level (eV),HOMO (eV),Kohn-Sham gap (eV)
1,0.397,-9.51,9.90
2,0.314,-8.73,9.04
3,3.371,-3.68,7.05
4,-1.716,-8.47,6.76
5,3.587,-3.49,7.08